Record 1
{"formula": "C3H4F2S", "method": "ωB97M-V/def2-TZVPD", "e_lumo_ev": -0.59, "de_lowest_kcal_mol": 11.4, "smiles": "CC(=S)C(F)F", "e_homo_ev": -9.30, "gap_ev": 8.7, "species": ["C", "C", "C", "H", "H", "H", "H", "F", "F", "S"], "coordinates": [[-0.18435, 1.73143, -0.26161], [-0.40024, 0.21294, -0.08633], [0.81820, -0.54041, 0.06073], [-0.91753, 1.99863, -1.12394], [-0.38276, 2.26224, 0.66508], [0.80464, 1.92629, -0.50579], [0.67130, -1.58496, 0.34711], [1.37835, 0.04251, 1.21168], [1.61490, -0.56034, -1.03657], [-1.78229, -0.52285, 0.04780]], "lowdin_charge": [-0.08, -0.80, -0.45, 0.12, 0.09, 0.04, 0.14, 0.02, 0.08, 0.84]}

=====

Record 2
{"formula": "C3H4F3O2P", "method": "ωB97M-V/def2-TZVPD", "e_lumo_ev": [-1.94, -1.94], "de_lowest_kcal_mol": 78.0, "e_homo_ev": [-9.96, -9.96], "gap_ev": [8.0, 8.0], "species": ["C", "C", "C", "O", "O", "F", "F", "F", "P", "H", "H", "H", "H"], "coordinates": [[2.82033, 0.57672, -0.06943], [-1.61873, -0.88764, -0.21555], [-2.66891, 0.12299, -0.00208], [1.00278, -1.57568, 0.08149], [1.52118, 0.90562, -0.41478], [-2.40658, 1.29986, -0.58132], [-3.81872, -0.34126, -0.52849], [-2.95323, 0.40162, 1.29381], [0.22887, -0.36627, -0.09850], [3.44538, 1.27323, -0.63146], [3.07778, -0.44680, -0.34380], [2.99323, 0.72631, 1.00019], [-1.62338, -1.68871, 0.50991]], "lowdin_charge": [-0.20, -0.05, -0.76, -0.33, -0.33, 0.11, 0.12, 0.10, 1.02, 0.10, 0.08, 0.09, 0.06]}

=====

Record 3
{"formula": "C3H4F9K2O11S3", "method": "ωB97M-V/def2-TZVPD", "e_lumo_ev": -1.61, "charge": -1, "e_homo_ev": -4.78, "gap_ev": 3.2, "species": ["K", "K", "C", "F", "F", "F", "S", "O", "O", "O", "C", "F", "F", "F", "S", "O", "O", "O", "C", "F", "F", "F", "S", "O", "O", "O", "O", "H", "H", "O", "H", "H"], "coordinates": [[2.77696, 2.45685, 5.40788], [0.92360, -4.73330, 3.59099], [-2.80310, 0.53604, 5.37017], [-2.00176, -0.27929, 4.72851], [-3.04841, 0.02671, 6.62380], [-2.35181, 1.78836, 5.47097], [-4.50298, 0.40270, 4.54160], [-5.47349, 1.08928, 5.44541], [-4.48735, 1.01839, 3.24278], [-4.72428, -1.03622, 4.45446], [-0.23925, -0.13932, -6.07227], [-0.81934, 0.03757, -4.86768], [0.56774, -1.22678, -6.02866], [-1.21579, -0.44257, -6.89104], [0.76097, 1.50670, -6.69275], [0.53620, 1.60995, -8.16667], [0.21253, 2.56429, -5.89804], [2.20324, 1.27540, -6.31770], [2.43551, 0.74637, -1.10445], [2.12900, 1.90775, -1.81047], [2.41632, -0.33646, -1.88053], [3.67246, 0.84396, -0.59117], [1.08000, 0.47132, 0.27262], [1.59650, -0.64392, 1.03069], [0.87433, 1.69909, 1.03762], [-0.19310, 0.23144, -0.40896], [5.17159, -0.06974, 3.14151], [4.78452, -0.93117, 3.29754], [5.62586, -0.15894, 2.30370], [-2.11253, -3.59722, -1.38468], [-1.82433, -2.68527, -1.34580], [-1.96982, -3.93196, -0.49935]], "lowdin_charge": [0.96, 0.98, -0.67, 0.12, 0.06, 0.12, 0.46, -0.38, -0.33, -0.37, -0.62, 0.10, 0.08, 0.11, 0.51, -0.40, -0.36, -0.41, -0.58, 0.09, 0.12, 0.09, 0.45, -0.40, -0.38, -0.34, -0.05, 0.02, 0.04, -0.05, 0.04, 0.01]}

=====

The maximum force results, record by record, are as follows: 3.576; 5.575; 4.109 eV Å⁻¹.
The energy results, record by record, are as follows: -714.589748; -908.053274; -4237.573985 Ha.